{"formula": "C30H44N4O2", "method": "ωB97M-V with the def2-TZVPD basis set", "elements": ["C", "H", "H", "H", "C", "C", "C", "C", "C", "C", "C", "H", "H", "C", "O", "N", "H", "C", "C", "C", "N", "C", "C", "N", "C", "C", "H", "H", "H", "H", "C", "H", "C", "H", "H", "C", "N", "C", "O", "C", "C", "C", "C", "C", "C", "H", "H", "C", "C", "H", "H", "H", "C", "H", "H", "H", "H", "H", "H", "H", "H", "H", "H", "H", "H", "H", "H", "H", "H", "H", "H", "H", "H", "H", "H", "C", "H", "H", "H", "H"], "xyz": [[-5.45, -2.43, 1.31], [-6.18, -2.09, 0.45], [-4.90, -3.28, 0.97], [-6.17, -2.99, 1.94], [-4.78, -1.38, 1.71], [-3.77, -0.56, 0.86], [-3.94, 0.88, 0.59], [-3.35, 1.27, -0.35], [-2.31, 0.63, -1.04], [-2.10, -0.57, -0.74], [-2.73, -1.39, 0.40], [-2.51, -2.46, 0.46], [-1.33, -1.10, -1.40], [-1.57, 1.48, -1.94], [-1.32, 2.58, -1.99], [-1.19, 0.90, -3.15], [-1.61, -0.02, -3.33], [-0.58, 1.47, -4.32], [0.64, 0.74, -4.46], [1.81, 1.18, -3.31], [2.39, -0.16, -2.98], [1.68, -0.84, -1.96], [2.21, -2.19, -1.53], [3.52, -1.78, -0.80], [4.19, -1.37, -1.73], [3.52, 0.22, -2.14], [4.25, 0.89, -2.97], [3.34, 0.72, -1.15], [5.30, -0.76, -1.19], [4.56, -1.56, -2.64], [4.01, -3.16, -0.32], [3.24, -3.91, -0.32], [4.72, -2.79, 0.99], [5.33, -1.83, 0.75], [5.45, -3.59, 1.09], [3.74, -2.75, 2.30], [2.80, -1.65, 1.92], [1.67, -1.41, 1.89], [1.00, -2.68, 1.67], [1.01, -0.32, 1.85], [1.41, 1.06, 1.25], [0.97, 2.17, 1.39], [-0.43, 2.17, 1.77], [-1.05, 1.07, 2.21], [-0.35, -0.34, 2.25], [-1.02, -1.05, 2.64], [-2.14, 1.14, 2.72], [-1.39, 3.60, 1.90], [-0.99, 3.93, 3.36], [-1.03, 3.33, 4.18], [-1.52, 4.92, 3.51], [0.10, 4.22, 3.41], [-1.19, 4.40, 0.91], [-1.11, 4.12, -0.12], [-0.05, 5.02, 0.98], [-1.64, 5.40, 1.11], [-2.35, 3.19, 1.86], [1.29, 2.97, 0.84], [2.40, 0.81, 0.85], [3.31, -0.35, 2.19], [2.99, -3.56, 2.04], [4.29, -2.53, 3.10], [4.69, -3.51, -1.13], [1.68, -2.67, -1.01], [2.38, -2.67, -2.61], [0.58, -1.04, -2.69], [1.19, -0.21, -1.24], [1.20, 1.68, -2.40], [2.66, 1.86, -3.82], [1.26, 1.52, -5.21], [0.69, -0.23, -4.50], [-1.28, 1.34, -5.15], [-0.52, 2.42, -4.15], [-3.57, 2.16, -0.39], [-4.95, 1.31, 1.05], [-3.97, -1.94, 3.09], [-4.43, -2.51, 3.83], [-3.37, -1.12, 3.59], [-3.36, -2.72, 2.77], [-5.40, -0.55, 2.35]], "mulliken_charge": [-1.548, 0.278, 0.326, 0.420, 0.375, 1.329, -0.401, -2.009, 1.525, 0.533, -1.394, 0.379, -0.156, 0.057, -0.601, -0.179, 0.367, -0.987, -1.220, -0.199, -0.079, 0.993, -2.357, 0.780, -1.333, -0.434, 0.325, -0.008, 0.156, 0.508, -0.946, 0.472, -0.738, 0.297, 0.469, -0.760, 0.136, 0.164, -0.936, 0.662, 0.165, -0.678, 0.782, 0.027, -1.497, 0.625, 0.177, 0.487, -1.470, 0.438, 0.347, 0.343, -1.456, 0.422, 0.216, 0.325, 0.228, 0.435, -0.387, 0.343, 0.397, 0.434, 0.490, 1.524, 0.240, 0.051, -0.537, -0.141, 0.573, 0.155, 0.878, 0.407, 0.588, 0.821, 0.125, -1.519, 0.590, 0.188, 0.434, 0.163], "relative_energy_kcal_mol": 703.0, "largest_force_ev_per_a": 18.397, "e_lumo_ev": 0.405, "charge": 0}

---

{"formula": "C30H45As4CuN2S2", "method": "ωB97M-V with the def2-TZVPD basis set", "elements": ["Cu", "C", "As", "C", "C", "C", "C", "C", "As", "C", "C", "C", "As", "C", "C", "H", "H", "H", "H", "H", "H", "H", "H", "H", "H", "H", "H", "H", "H", "H", "H", "H", "H", "H", "H", "H", "H", "H", "H", "H", "H", "H", "S", "C", "C", "C", "C", "C", "C", "As", "C", "C", "C", "C", "C", "C", "C", "C", "C", "C", "C", "C", "H", "H", "H", "H", "H", "H", "H", "H", "H", "H", "H", "H", "H", "H", "N", "C", "N", "S", "H", "H", "H", "H"], "xyz": [[0.22, -0.07, -0.75], [-1.64, -0.20, 2.55], [-1.80, -0.21, 0.62], [-3.18, -1.54, 0.42], [-2.90, 1.37, 0.28], [-2.24, 2.78, 0.23], [-1.16, 2.92, 1.31], [-1.68, 3.04, -1.18], [-0.09, 2.06, -1.73], [1.35, 3.17, -1.10], [-0.07, 2.42, -3.61], [-3.38, 3.78, 0.49], [-3.20, 5.74, 0.70], [-1.55, 6.26, -0.22], [-2.48, 5.81, 2.52], [-2.56, 0.19, 2.97], [-0.80, 0.41, 2.87], [-1.49, -1.22, 2.89], [-3.96, -1.32, 1.14], [-2.76, -2.53, 0.60], [-3.56, -1.51, -0.60], [-3.67, 1.35, 1.05], [-3.40, 1.17, -0.67], [-0.38, 2.15, 1.23], [-1.58, 2.84, 2.31], [-0.65, 3.88, 1.24], [-1.43, 4.09, -1.31], [-2.44, 2.79, -1.92], [1.16, 4.22, -1.34], [2.26, 2.84, -1.60], [1.47, 3.06, -0.02], [-0.14, 3.50, -3.74], [-0.91, 1.93, -4.10], [0.86, 2.04, -4.03], [-3.88, 3.52, 1.43], [-4.14, 3.66, -0.29], [-1.69, 6.24, -1.30], [-0.68, 5.67, 0.06], [-1.38, 7.30, 0.07], [-3.19, 5.32, 3.20], [-2.40, 6.86, 2.81], [-1.50, 5.34, 2.61], [1.57, -0.44, -2.67], [3.13, -1.12, -2.16], [4.16, -1.21, -3.10], [5.37, -1.79, -2.74], [5.59, -2.26, -1.45], [4.57, -2.16, -0.51], [3.36, -1.60, -0.88], [1.85, -1.45, 0.28], [1.05, -3.21, 0.20], [-0.01, -3.54, 1.05], [-0.66, -4.76, 0.92], [-0.27, -5.65, -0.08], [0.78, -5.32, -0.93], [1.44, -4.10, -0.80], [2.62, -1.31, 2.04], [2.64, -2.37, 2.93], [3.24, -2.22, 4.17], [3.83, -1.01, 4.52], [3.81, 0.05, 3.63], [3.21, -0.09, 2.39], [4.02, -0.83, -4.10], [6.17, -1.85, -3.47], [6.54, -2.70, -1.17], [4.72, -2.52, 0.50], [-0.31, -2.86, 1.83], [-1.47, -5.01, 1.59], [-0.76, -6.61, -0.17], [1.09, -6.01, -1.70], [2.24, -3.85, -1.47], [2.20, -3.33, 2.66], [3.26, -3.05, 4.87], [4.30, -0.90, 5.49], [4.27, 1.00, 3.89], [3.21, 0.74, 1.70], [-2.77, -4.32, -2.15], [-2.72, -3.16, -2.83], [-3.71, -2.93, -3.70], [-1.45, -2.07, -2.58], [-3.42, -5.05, -2.36], [-1.99, -4.52, -1.54], [-4.42, -3.62, -3.91], [-3.66, -2.10, -4.25]], "mulliken_spin": [0.283, 0.005, 0.044, 0.019, 0.010, -0.015, -0.003, 0.028, 0.061, 0.019, 0.004, -0.002, 0.000, 0.001, 0.000, 0.000, 0.001, -0.001, 0.003, -0.001, 0.000, 0.001, 0.000, 0.011, -0.001, 0.002, 0.008, 0.002, 0.002, 0.000, -0.005, 0.001, 0.000, 0.003, 0.001, 0.000, 0.000, 0.000, 0.000, 0.000, 0.000, 0.000, 0.404, -0.043, -0.011, 0.000, 0.011, -0.003, 0.033, 0.091, 0.001, 0.000, 0.000, 0.001, -0.001, -0.005, 0.011, 0.008, -0.001, 0.004, 0.001, 0.013, -0.003, 0.000, 0.000, 0.001, -0.003, 0.000, 0.000, 0.000, 0.000, 0.001, 0.000, 0.000, 0.000, 0.000, 0.001, 0.004, 0.001, 0.001, 0.000, 0.000, 0.000, 0.000], "relative_energy_kcal_mol": 0.0, "multiplicity": 2, "largest_force_ev_per_a": 0.673, "e_lumo_ev": [-1.793, -4.033], "s_squared": 0.76, "charge": 1}